1.
Computed, not measured: C2H2AgF as an isolated structure, with ωB97M-V/def2-TZVPD.

LUMO (alpha / beta)	0.155 / 0.106	hartree
HOMO energy (alpha / beta)	-2.654 / -4.300	eV
energy above the lowest of the compared OMol25 structures with the same formula, charge and spin	11.7	kcal per mole

```
! RIJCOSX wB97M-V def2-TZVPD def2/J DEFGRID3
* xyz -1 2
F 2.40619 -0.13468 -0.31115
C 0.36917 -0.31290 0.03005
C -0.32122 0.70183 0.32277
H 0.50801 -1.41538 0.24607
H -0.26017 1.75612 0.05474
Ag -2.70198 -0.59499 -0.34248
*
```

natural (NBO) population analysis, charges in e, atoms 1 to 5:
1. F -0.79
2. C -0.02
3. C -0.56
4. H 0.21
5. H 0.22



2.
Computed, not measured: a 2-piece molecular cluster, H4OS overall, with ωB97M-V/def2-TZVPD.

LUMO	0.028	hartree
SMILES string	O.S
HOMO energy	-9.774	eV
energy above the lowest of the compared OMol25 structures with the same formula, charge and spin	2.5	kcal per mole

```
! RIJCOSX wB97M-V def2-TZVPD def2/J DEFGRID3
* xyz 0 1
O 1.43403 1.58250 0.43614
H 0.98551 1.41226 -0.42299
H 2.12576 2.25028 0.22678
S -0.93599 -1.95723 -0.17027
H -1.45247 -0.77537 0.21468
H -2.15683 -2.51243 -0.28435
*
```

natural (NBO) population analysis, charges in e, atoms 1 to 5:
1. O -0.94
2. H 0.47
3. H 0.47
4. S -0.29
5. H 0.14



3.
Computed, not measured: a 2-piece molecular cluster, C5H6FN3O4 overall, with ωB97M-V/def2-TZVPD.

LUMO	-0.005	hartree
HOMO energy	-7.703	eV
energy above the lowest of the compared OMol25 structures with the same formula, charge and spin	0.0	kcal per mole

```
! RIJCOSX wB97M-V def2-TZVPD def2/J DEFGRID3
* xyz 0 1
C 0.96242 -2.13811 1.37357
C 0.27991 -1.08166 -0.82993
C 1.40451 -3.29510 3.95139
C -0.06382 0.15168 1.26337
C 0.75491 -0.93931 1.83825
N 0.46999 -2.13850 -0.10268
N 0.12924 0.10856 -0.22816
N 0.26750 1.29449 -0.98954
O 0.37477 -3.74751 4.10412
O 1.42509 -3.23659 1.68926
O 0.31375 -1.12288 -2.13572
O 2.45929 -2.83445 4.04041
F 1.12987 -0.69374 3.16365
H -1.08472 0.24195 1.35505
H 0.35631 1.01202 1.86539
H 0.50479 -3.08147 -0.66994
H 1.29335 1.68017 -0.85267
H -0.38835 2.03007 -0.49239
H 0.41227 -0.21426 -2.31589
*
```

natural (NBO) population analysis, charges in e, atoms 1 to 5:
1. C 0.52
2. C 0.76
3. C 1.05
4. C -0.26
5. C 0.07



4.
Computed, not measured: C6H9N as an isolated structure, with ωB97M-V/def2-TZVPD.

LUMO	0.032	hartree
HOMO energy	-9.529	eV
energy above the lowest of the compared OMol25 structures with the same formula, charge and spin	126.4	kcal per mole

```
! RIJCOSX wB97M-V def2-TZVPD def2/J DEFGRID3
* xyz 0 1
C 2.29217 0.45264 -0.23057
C 1.42883 -0.76254 -0.07337
C 1.31059 -1.99114 0.28202
C -0.07544 -0.85045 -0.64694
N -1.11931 -0.57943 0.31874
C -2.21751 0.22827 -0.18639
C -1.22930 0.79137 0.76715
H 2.35162 0.75047 -1.28547
H 3.31260 0.24949 0.11015
H 1.91874 1.31118 0.33880
H 0.01518 -0.07437 -1.42446
H -0.34259 -1.77308 -1.17329
H -3.21444 -0.05477 0.14271
H -2.15653 0.57056 -1.22088
H -0.51315 1.51007 0.36823
H -1.48225 0.92195 1.81617
*
```

natural (NBO) population analysis, charges in e, atoms 1 to 5:
1. C -0.63
2. C -0.32
3. C 0.16
4. C -0.23
5. N -0.40



5.
Computed, not measured: a 2-piece molecular cluster, C4H12 overall, with ωB97M-V/def2-TZVPD.

LUMO	0.042	hartree
SMILES string	CC.CC
HOMO energy	-11.631	eV
energy above the lowest of the compared OMol25 structures with the same formula, charge and spin	7.5	kcal per mole

```
! RIJCOSX wB97M-V def2-TZVPD def2/J DEFGRID3
* xyz 0 1
C -2.25265 -0.31845 1.30848
C -1.09739 -1.27947 1.16927
H -2.05080 0.51457 0.63932
H -3.18625 -0.81823 1.03105
H -2.46973 -0.05941 2.34459
H -1.30575 -2.31415 1.45903
H -0.21575 -0.98614 1.74644
H -0.76991 -1.34880 0.13322
C 2.15160 1.38342 -1.16978
C 1.11651 0.22811 -1.23386
H 1.90141 2.22978 -0.53758
H 3.14522 1.01391 -0.91208
H 2.27148 1.73223 -2.20400
H 0.82518 0.01014 -0.21469
H 0.30378 0.61112 -1.84699
H 1.63303 -0.59863 -1.71245
*
```

natural (NBO) population analysis, charges in e, atoms 1 to 5:
1. C -0.61
2. C -0.61
3. H 0.21
4. H 0.20
5. H 0.21



6.
Computed, not measured: a 2-piece molecular cluster, C25H41BBr2F3N4O6 overall, with ωB97M-V/def2-TZVPD.

LUMO	-0.177	hartree
HOMO energy	-11.764	eV

```
! RIJCOSX wB97M-V def2-TZVPD def2/J DEFGRID3
* xyz 1 1
C -1.54018 -6.37153 2.90048
C -0.58430 -6.25387 1.54140
C 0.94920 -6.01823 2.08761
N 1.14932 -4.62000 2.67398
O 2.05362 -3.91906 1.94905
C 1.30972 -3.02548 1.01553
O 0.63015 -3.57449 -0.03025
C 1.28894 -1.38989 1.11426
C 1.88551 -0.54612 -0.15520
C 2.51994 -1.23595 -1.51559
O 3.99025 -0.96928 -1.44698
C 4.65611 -1.91606 -0.53946
C 5.08900 -1.23036 0.92346
C 1.89492 1.08672 -0.05070
N 2.49545 1.87084 -1.22949
C 1.59555 1.97225 -2.26113
C -0.03136 2.12442 -2.13694
C 2.21179 1.99110 -3.81456
N 1.36505 1.85326 1.17808
B 1.52099 3.37944 1.07726
C 2.93938 4.07432 1.61840
O 0.52619 4.29943 0.49200
C 0.78108 1.14994 2.41516
C 0.25688 1.94941 3.74826
Br 1.76052 2.87767 4.77240
C -1.06536 2.88931 3.54245
C -0.82089 4.50192 3.69743
Br -2.06547 2.59598 1.82337
C 0.72080 -0.52349 2.42776
N 0.22987 -1.35059 3.58720
C -1.18586 -1.82377 3.46949
C -1.98901 -1.43298 2.10502
H -0.99196 -5.76868 3.74924
H -2.55873 -5.84582 2.65136
H -1.64165 -7.51694 3.12304
H -1.02403 -5.34842 0.93007
H -0.64338 -7.20554 0.85811
H 1.74781 -6.19708 1.23275
H 1.16113 -6.79134 2.97342
H 0.26355 -4.07479 2.59576
H 2.36221 -2.39363 -1.58852
H 2.14270 -0.76363 -2.51785
H 5.68028 -2.29626 -1.00241
H 4.03814 -2.87520 -0.28028
H 4.53328 -0.19498 1.07853
H 6.26163 -1.03347 0.97079
H 4.78303 -1.99639 1.78413
H -0.53781 1.38500 -1.38352
H -0.36927 3.23372 -1.86576
H -0.51452 1.91156 -3.20260
H 2.22997 0.88688 -4.24066
H 1.45116 2.62241 -4.47575
H 3.26856 2.49351 -3.78372
H 3.46137 3.27865 2.33266
H 3.63950 4.27259 0.68948
H 2.66638 5.06374 2.19602
H 0.99378 5.14609 0.22924
H -0.07879 1.09480 4.51449
H -1.84494 2.60374 4.40193
H -1.68707 5.04426 3.08420
H -0.97964 4.75693 4.85287
H 0.20853 4.89696 3.31235
H 0.87106 -2.15865 3.74886
H -1.31742 -2.99482 3.63402
H -1.79230 -1.32846 4.37101
H -2.29814 -0.30493 2.18698
H -1.47263 -1.73372 1.10027
H -3.01439 -2.04499 2.13361
C -6.28195 1.94946 -4.37377
C -5.49647 3.07070 -5.02776
O -4.13584 2.66842 -5.24718
C -3.89669 1.94260 -6.38594
O -4.76710 1.63173 -7.19421
C -2.40809 1.62525 -6.51772
F -1.84854 1.21478 -5.34289
F -1.68617 2.70941 -6.92278
F -2.15073 0.63823 -7.42246
H -5.78783 1.61883 -3.45446
H -7.29700 2.27712 -4.13225
H -6.34602 1.07721 -5.03186
H -5.46770 3.93700 -4.35867
H -5.96505 3.40130 -5.96191
*
```

Mulliken population analysis, charges in e, atoms 1 to 5:
1. C -0.89
2. C -0.19
3. C -0.61
4. N -0.09
5. O -0.17



F_max for the records above, in order: 0.041; 0.024; 0.080; 0.013; 0.039; 0.176 hartree/bohr